Record 1
81
Properties=species:S:1:pos:R:3:lowdin_spin:R:1 method="wB97M-V/def2-TZVPD" total_charge=+1 gap_ev="6.94 / 7.21" e_homo_ev="-10.03 / -10.26" s_squared=0.87 multiplicity=2
V -0.464 0.335 0.236 1.245
N -1.842 2.195 3.612 0.004
C -2.882 2.720 2.897 -0.001
C -2.769 2.222 1.626 0.004
N -1.691 1.404 1.559 0.010
C -1.133 1.401 2.765 0.009
C -0.026 0.529 2.988 0.007
N 0.334 -0.291 2.001 0.005
C 1.314 -1.089 2.486 0.004
C 1.562 -0.753 3.789 -0.001
N 0.709 0.268 4.099 0.004
H -1.656 2.375 4.585 0.000
H -3.603 3.381 3.332 0.000
H -3.392 2.409 0.770 0.000
H 1.774 -1.852 1.889 0.000
H 2.253 -1.154 4.500 0.000
H 0.693 0.776 4.970 0.000
C -1.460 1.692 -4.141 0.000
C -0.743 1.747 -2.787 0.004
C -0.705 3.176 -2.237 0.000
C 0.653 1.168 -2.919 -0.001
C 1.573 1.748 -3.780 0.000
C 2.816 1.177 -3.982 -0.001
C 3.149 -0.002 -3.346 -0.001
C 2.270 -0.605 -2.457 -0.001
C 2.618 -1.931 -1.816 0.000
C 4.048 -1.973 -1.268 0.000
C 2.433 -3.053 -2.846 0.000
C 1.033 0.012 -2.222 0.001
N 0.126 -0.541 -1.291 -0.010
C -0.577 -1.586 -1.658 0.011
C -1.518 -2.137 -0.806 0.011
C -2.232 -3.353 -0.965 0.014
C -3.004 -3.474 0.154 0.008
C -2.772 -2.319 0.953 0.021
N -1.865 -1.519 0.383 0.000
C -3.544 -2.040 2.216 0.002
C -4.520 -0.885 1.941 0.001
C -4.351 -3.268 2.648 0.000
C -2.606 -1.676 3.369 0.001
H -2.507 1.980 -4.046 0.000
H -1.423 0.688 -4.558 0.000
H -0.979 2.365 -4.845 0.000
H -1.321 1.143 -2.056 0.004
H -0.020 3.800 -2.808 0.000
H -0.369 3.148 -1.200 0.000
H -1.697 3.623 -2.278 0.000
H 1.308 2.649 -4.308 0.000
H 3.519 1.649 -4.650 0.000
H 4.096 -0.469 -3.559 0.000
H 1.927 -2.105 -0.979 0.000
H 4.776 -2.028 -2.072 0.000
H 4.171 -2.857 -0.647 0.000
H 4.268 -1.091 -0.673 0.000
H 3.109 -2.915 -3.687 0.000
H 1.417 -3.069 -3.232 0.000
H 2.640 -4.020 -2.392 0.000
H -0.425 -2.028 -2.643 0.000
H -2.141 -4.020 -1.800 0.001
H -3.657 -4.285 0.398 0.000
H -5.249 -1.181 1.190 0.000
H -3.988 -0.008 1.579 0.000
H -5.055 -0.624 2.852 0.000
H -5.124 -3.513 1.926 0.000
H -4.835 -3.065 3.599 0.000
H -3.704 -4.133 2.774 0.000
H -2.005 -0.813 3.111 0.000
H -1.945 -2.512 3.593 0.000
H -3.187 -1.449 4.262 0.000
N 0.722 1.429 0.225 -0.232
C 1.915 1.991 0.361 -0.016
C 3.023 1.134 0.548 -0.038
C 4.295 1.643 0.677 0.004
C 4.508 3.013 0.596 -0.041
C 3.427 3.873 0.455 0.004
C 2.142 3.380 0.358 -0.038
H 2.828 0.072 0.554 -0.001
H 5.128 0.975 0.840 0.001
H 5.510 3.406 0.637 -0.002
H 3.596 4.939 0.409 0.001
H 1.303 4.053 0.245 -0.002

Record 2
91
Properties=species:S:1:pos:R:3:lowdin_spin:R:1 method="wB97M-V/def2-TZVPD" total_charge=+1 gap_ev="7.90 / 7.91" e_homo_ev="-10.71 / -10.71" s_squared=3.75 multiplicity=4
Nd 0.013 0.444 0.095 3.029
C 1.509 -2.289 -1.639 0.000
C 0.101 -2.682 -1.173 0.000
N -0.866 -1.603 -1.443 -0.004
C -1.076 -1.394 -2.888 0.000
C -1.167 0.097 -3.247 0.000
N -0.347 0.941 -2.372 -0.006
C 1.022 1.163 -2.855 0.000
C 1.843 -0.125 -2.822 0.000
N 1.733 -0.834 -1.527 -0.003
H 2.230 -2.823 -1.020 0.000
H 1.680 -2.621 -2.666 0.000
H -0.184 -3.621 -1.660 0.000
H 0.104 -2.870 -0.096 0.000
H -1.752 -1.893 -1.033 0.000
H -0.255 -1.858 -3.432 0.000
H -1.990 -1.885 -3.223 0.000
H -2.202 0.426 -3.148 0.000
H -0.888 0.229 -4.298 0.000
H -0.813 1.852 -2.303 0.000
H 1.028 1.555 -3.879 0.000
H 1.489 1.917 -2.213 0.000
H 1.502 -0.777 -3.626 0.000
H 2.885 0.121 -3.036 0.000
H 2.618 -0.706 -1.058 0.000
I 1.489 -1.234 2.313 -0.004
I 3.059 -3.552 1.660 -0.002
S -2.164 -1.934 1.407 0.000
C -3.598 -1.454 2.111 0.000
N -3.816 -0.319 2.763 0.000
C -5.084 -0.147 3.452 0.000
C -6.060 -1.142 2.828 0.000
S -5.031 -2.436 2.053 0.000
H -3.035 0.302 2.917 0.000
H -5.438 0.876 3.325 0.000
H -4.958 -0.340 4.520 0.000
H -6.671 -0.690 2.049 0.000
H -6.705 -1.604 3.569 0.000
C -0.827 5.232 2.802 0.000
N -0.709 4.528 1.548 0.000
C -1.707 4.661 0.508 0.000
C -1.341 3.511 -0.416 0.000
O -1.851 3.288 -1.506 0.000
N -0.360 2.768 0.157 -0.007
C 0.004 3.379 1.355 0.000
N 0.935 2.850 2.063 0.001
H -1.002 6.289 2.607 0.000
H 0.099 5.140 3.366 0.000
H -1.649 4.843 3.411 0.000
H -1.649 5.621 -0.008 0.000
H -2.728 4.533 0.886 0.000
H 2.121 2.074 0.880 0.000
H 1.181 3.353 2.907 0.000
Br -4.996 -1.957 -2.202 0.000
C -5.534 -0.249 -2.824 0.000
C -6.427 -0.186 -3.883 0.000
C -6.849 1.044 -4.360 0.000
C -6.367 2.212 -3.789 0.000
C -5.478 2.154 -2.727 0.000
C -5.066 0.924 -2.239 0.000
I -3.804 0.879 -0.544 0.000
H -6.793 -1.102 -4.327 0.000
H -7.553 1.086 -5.179 0.000
H -6.684 3.175 -4.167 0.000
H -5.097 3.063 -2.283 0.000
N 2.509 1.341 0.264 -0.003
C 3.696 1.658 -0.107 0.000
C 4.290 2.983 0.186 0.000
C 5.659 3.117 0.429 0.000
C 6.196 4.354 0.739 0.000
C 5.380 5.475 0.797 0.000
C 4.021 5.354 0.544 0.000
C 3.477 4.117 0.246 0.000
C 4.565 0.682 -0.815 0.000
C 5.259 1.024 -1.975 0.000
C 6.088 0.097 -2.586 0.000
C 6.246 -1.169 -2.035 0.000
C 5.575 -1.512 -0.870 0.000
C 4.737 -0.588 -0.264 0.000
H 6.301 2.246 0.393 0.000
H 7.256 4.444 0.939 0.000
H 5.803 6.443 1.032 0.000
H 3.386 6.230 0.581 0.000
H 2.419 4.031 0.030 0.000
H 5.142 2.013 -2.403 0.000
H 6.624 0.364 -3.487 0.000
H 6.914 -1.881 -2.502 0.000
H 5.700 -2.490 -0.425 0.000
H 4.237 -0.826 0.667 0.000
N -0.989 0.703 2.305 -0.004
C 0.063 0.404 2.693 0.003